[1]
Density functional theory data (ωB97M-V/def2-TZVPD) for a structure of composition C12H30N3NaO7 at a distorted geometry.

Geometry as ORCA input:
```
! wB97M-V def2-TZVPD RIJCOSX def2/J DEFGRID3
* xyz 0 1
Na 0.16782 0.12810 -1.08518
N -0.53436 3.79621 -0.24423
O 0.34181 3.98891 0.62221
O -0.51983 2.73240 -0.93793
O -1.39037 4.67374 -0.50083
C -3.18818 0.76233 -0.05504
O -2.35909 -0.38214 0.05895
C -2.88770 -1.51078 -0.59689
C -1.77985 -2.47989 -0.93206
N -0.79119 -1.93054 -1.90972
C -1.32237 -1.44321 -3.20860
C -0.24240 -0.73304 -4.02649
O 0.20711 0.45869 -3.37903
C 1.14308 1.17136 -4.15769
H -4.13908 0.56357 0.45259
H -3.37236 1.01602 -1.10492
H -2.73948 1.65162 0.38157
H -3.38171 -1.19591 -1.51874
H -3.56220 -2.06695 0.06466
H -2.20108 -3.39438 -1.37032
H -1.11441 -2.77269 -0.11992
H -0.20170 -2.69452 -2.22517
H -2.15136 -0.74895 -3.07664
H -1.67739 -2.33998 -3.73179
H -0.65567 -0.35877 -4.96990
H 0.54374 -1.45319 -4.28486
H 0.64478 1.64801 -5.00946
H 1.91157 0.49798 -4.55242
H 1.61600 1.94706 -3.56136
C -0.64747 -0.90715 5.59298
O -0.13745 -1.13201 4.30054
C 0.83473 -0.18238 3.90596
C 0.57573 0.28892 2.48955
N 0.71785 -0.69664 1.41724
C 2.05528 -1.14680 1.12095
C 3.05337 -0.07372 0.68593
O 2.43703 0.72490 -0.29128
C 2.83122 2.08178 -0.28833
H -1.48692 -1.56202 5.82484
H -1.00924 0.12356 5.67664
H 0.11481 -1.10512 6.35712
H 1.83736 -0.62232 4.00652
H 0.85649 0.67373 4.58800
H 1.24509 1.12248 2.26673
H -0.44531 0.65977 2.39409
H 0.12488 -1.49785 1.59120
H 2.08974 -1.90525 0.33005
H 2.49611 -1.66266 1.99246
H 3.92024 -0.59986 0.27015
H 3.42130 0.45261 1.57259
H 2.13230 2.68014 -0.87278
H 3.86139 2.18775 -0.64385
H 2.75733 2.56709 0.69190
*
```

As for the electronic energy: -1328.31174 a.u. The HOMO energy comes out at -7.537 eV. The calculation puts the maximum force at 1.912 eV Å⁻¹. The energy above the lowest of the compared OMol25 structures with the same formula, charge and spin is 25.3 kcal per mole. The value obtained for the LUMO energy is -0.00875 Ha. As for the HOMO-LUMO gap: 0.268 Ha.

=====

[2]
Density functional theory data (ωB97M-V/def2-TZVPD) for a structure of composition C12H30N4O3P2S2Sn.

Geometry as ORCA input:
```
! wB97M-V def2-TZVPD RIJCOSX def2/J DEFGRID3
* xyz 0 1
Sn -0.03380 0.39982 1.44681
C -3.20622 4.48047 2.15604
N -3.22771 3.80706 0.86279
C -4.12452 4.43137 -0.09423
P -2.80612 2.19876 0.87244
O -1.47367 1.98581 1.58288
O -3.64166 -0.38670 -0.02705
P -2.59866 -1.44942 -0.02775
O -1.22856 -1.08512 0.57864
N -3.07129 -2.77685 0.86304
C -2.32682 -3.40514 1.92906
C -4.26750 -3.47704 0.44497
N -2.34658 -1.94549 -1.58687
C -3.26785 -1.64152 -2.66031
C -1.38483 -2.99077 -1.86089
N -3.93389 1.57449 1.91456
C -5.32820 1.59451 1.46885
C -3.65973 0.41365 2.76094
H -4.18189 4.43735 2.65263
H -2.93779 5.52860 2.00762
H -2.46259 4.02367 2.80543
H -5.14144 4.50819 0.30968
H -4.15823 3.86038 -1.01766
H -3.78661 5.44505 -0.31968
H -1.44272 -2.81864 2.16152
H -2.00669 -4.41753 1.65239
H -2.93974 -3.48720 2.83420
H -4.80144 -2.89403 -0.30504
H -4.94404 -3.62748 1.29255
H -4.03444 -4.46101 0.01979
H -3.92231 -0.82846 -2.35725
H -3.88163 -2.51196 -2.92808
H -2.71593 -1.33182 -3.55317
H -0.69142 -3.08875 -1.02685
H -0.80210 -2.74168 -2.75177
H -1.86951 -3.96140 -2.02918
H -5.50900 2.43931 0.80721
H -5.97572 1.69609 2.34179
H -5.57226 0.67493 0.93469
H -2.68380 0.52018 3.23074
H -3.71680 -0.52454 2.21377
H -4.41553 0.41052 3.54925
C 1.31744 3.56031 -1.65675
C 0.19157 2.61140 -1.30644
S 0.81471 1.03137 -0.82345
C -1.09995 2.97796 -1.40060
C -1.52122 4.35455 -1.84752
S -2.40634 1.77300 -1.14984
H 2.19601 2.99162 -1.95203
H 1.59073 4.14723 -0.77597
H 1.06511 4.24912 -2.45981
H -0.72506 4.87608 -2.37073
H -1.80047 4.96701 -0.99040
H -2.38090 4.29687 -2.51596
*
```

As for the electronic energy: -2613.55806 a.u. The HOMO energy comes out at -7.588 eV. The calculation puts the maximum force at 0.795 eV Å⁻¹. The energy above the lowest of the compared OMol25 structures with the same formula, charge and spin is 0.0 kcal per mole. The value obtained for the LUMO energy is 0.02398 Ha. As for the HOMO-LUMO gap: 0.303 Ha.

=====

> maximum force of number 1 (C12H30N3NaO7)?

1.912 eV Å⁻¹

=====

Copy entry 2 word for word.
Density functional theory data (ωB97M-V/def2-TZVPD) for a structure of composition C12H30N4O3P2S2Sn.

Geometry as ORCA input:
```
! wB97M-V def2-TZVPD RIJCOSX def2/J DEFGRID3
* xyz 0 1
Sn -0.03380 0.39982 1.44681
C -3.20622 4.48047 2.15604
N -3.22771 3.80706 0.86279
C -4.12452 4.43137 -0.09423
P -2.80612 2.19876 0.87244
O -1.47367 1.98581 1.58288
O -3.64166 -0.38670 -0.02705
P -2.59866 -1.44942 -0.02775
O -1.22856 -1.08512 0.57864
N -3.07129 -2.77685 0.86304
C -2.32682 -3.40514 1.92906
C -4.26750 -3.47704 0.44497
N -2.34658 -1.94549 -1.58687
C -3.26785 -1.64152 -2.66031
C -1.38483 -2.99077 -1.86089
N -3.93389 1.57449 1.91456
C -5.32820 1.59451 1.46885
C -3.65973 0.41365 2.76094
H -4.18189 4.43735 2.65263
H -2.93779 5.52860 2.00762
H -2.46259 4.02367 2.80543
H -5.14144 4.50819 0.30968
H -4.15823 3.86038 -1.01766
H -3.78661 5.44505 -0.31968
H -1.44272 -2.81864 2.16152
H -2.00669 -4.41753 1.65239
H -2.93974 -3.48720 2.83420
H -4.80144 -2.89403 -0.30504
H -4.94404 -3.62748 1.29255
H -4.03444 -4.46101 0.01979
H -3.92231 -0.82846 -2.35725
H -3.88163 -2.51196 -2.92808
H -2.71593 -1.33182 -3.55317
H -0.69142 -3.08875 -1.02685
H -0.80210 -2.74168 -2.75177
H -1.86951 -3.96140 -2.02918
H -5.50900 2.43931 0.80721
H -5.97572 1.69609 2.34179
H -5.57226 0.67493 0.93469
H -2.68380 0.52018 3.23074
H -3.71680 -0.52454 2.21377
H -4.41553 0.41052 3.54925
C 1.31744 3.56031 -1.65675
C 0.19157 2.61140 -1.30644
S 0.81471 1.03137 -0.82345
C -1.09995 2.97796 -1.40060
C -1.52122 4.35455 -1.84752
S -2.40634 1.77300 -1.14984
H 2.19601 2.99162 -1.95203
H 1.59073 4.14723 -0.77597
H 1.06511 4.24912 -2.45981
H -0.72506 4.87608 -2.37073
H -1.80047 4.96701 -0.99040
H -2.38090 4.29687 -2.51596
*
```

As for the electronic energy: -2613.55806 a.u. The HOMO energy comes out at -7.588 eV. The calculation puts the maximum force at 0.795 eV Å⁻¹. The energy above the lowest of the compared OMol25 structures with the same formula, charge and spin is 0.0 kcal per mole. The value obtained for the LUMO energy is 0.02398 Ha. As for the HOMO-LUMO gap: 0.303 Ha.